[1]
{
  "formula": "C4H8N2O2",
  "method": "ωB97M-V/def2-TZVPD",
  "e_above_lowest_kj_mol": 243.6,
  "energy_ha": -417.16317,
  "gap_ev": 9.88,
  "smiles": "CC(C)=NC(=O)NO",
  "elements": ["C", "C", "N", "C", "C", "O", "N", "O", "H", "H", "H", "H", "H", "H", "H", "H"],
  "coordinates": [[-2.152, 0.948, -0.345], [-1.129, -1.218, 0.516], [2.392, 0.773, 0.099], [1.409, -0.022, -0.395], [-0.930, 0.125, -0.115], [3.656, 0.190, 0.243], [0.193, 0.626, -0.417], [1.678, -1.106, -0.888], [3.556, -0.656, -0.243], [2.246, 1.560, 0.708], [-2.762, 0.473, -1.113], [-2.745, 1.003, 0.566], [-1.881, 1.946, -0.675], [-2.096, -1.633, 0.243], [-1.098, -1.112, 1.601], [-0.336, -1.898, 0.215]],
  "lowdin_charge": [-0.0349, -0.0154, 0.0234, -0.5650, -0.3638, -0.0165, 0.1684, 0.0559, 0.0945, 0.1472, 0.0885, 0.0851, 0.0798, 0.0823, 0.0957, 0.0748]
}



[2]
{
  "formula": "C4H8N2O2",
  "method": "ωB97M-V/def2-TZVPD",
  "e_above_lowest_kj_mol": 186.9,
  "energy_ha": -417.18477,
  "gap_ev": 9.12,
  "smiles": "C=C(O)N(C)C(N)=O",
  "elements": ["C", "N", "C", "C", "N", "C", "O", "O", "H", "H", "H", "H", "H", "H", "H", "H"],
  "coordinates": [[1.612, 0.509, 0.672], [0.368, 0.213, -0.029], [-0.629, 1.327, -0.332], [-0.201, -1.020, 0.149], [-1.471, 1.121, -1.380], [0.346, -2.143, 0.623], [-1.551, -1.035, -0.243], [-0.510, 2.447, 0.132], [-2.038, -0.295, 0.162], [-1.157, 0.403, -2.025], [-1.747, 1.991, -1.821], [1.558, 0.215, 1.727], [1.825, 1.581, 0.656], [2.425, -0.050, 0.194], [-0.218, -3.069, 0.605], [1.388, -2.193, 0.910]],
  "lowdin_charge": [-0.0454, -0.0309, -0.4823, -0.4398, 0.1383, 0.0628, -0.0092, 0.0706, 0.1041, 0.1204, 0.1230, 0.0954, 0.0895, 0.0936, 0.0623, 0.0475]
}



[3]
{
  "formula": "C4H8N2O2",
  "method": "ωB97M-V/def2-TZVPD",
  "e_above_lowest_kj_mol": 329.8,
  "energy_ha": -417.13033,
  "gap_ev": 8.62,
  "smiles": "CN(N)/C=C\\C(=O)O",
  "elements": ["C", "C", "C", "C", "N", "N", "O", "O", "H", "H", "H", "H", "H", "H", "H", "H"],
  "coordinates": [[1.718, 0.899, -0.142], [0.283, 0.799, -0.124], [2.691, -0.109, 0.007], [-2.001, 0.141, 0.322], [-0.380, -1.653, -0.085], [-0.583, -0.221, 0.085], [2.600, -1.314, 0.051], [4.023, 0.424, 0.131], [1.971, 1.876, -0.170], [-0.127, 1.655, -0.564], [-2.017, 1.271, 0.168], [-2.536, -0.578, -0.329], [-2.381, -0.142, 1.304], [-0.881, -2.068, 0.664], [0.710, -1.821, -0.040], [4.614, -0.301, 0.243]],
  "lowdin_charge": [-0.0117, -0.0549, -0.5056, -0.0408, 0.0953, -0.2343, 0.0419, 0.0402, 0.0547, 0.0981, 0.1093, 0.0863, 0.0745, 0.0571, 0.1163, 0.0737]
}



| no. | E_LUMO (eV) |
| --- | --- |
| 1 | 0.79 |
| 2 | 0.65 |
| 3 | 0.65 |